Formula: C34H33As2HfN9O2
Source: the OMol25 dataset
Level of theory: ωB97M-V with the def2-TZVPD basis set

```
81
Properties=species:S:1:pos:R:3:forces:R:3
Hf 10.50001 9.85386 10.50798 -0.6378 -0.4003 -0.8322
O 13.37104 11.82931 12.23934 0.5298 0.2643 0.4009
C 12.82266 11.77515 11.18514 -1.3007 -1.3370 -1.1311
N 12.41934 10.49359 10.61586 0.2195 0.7272 0.8074
C 13.42759 9.49333 10.62086 1.1365 -0.0304 -0.3721
C 14.76068 9.82992 10.29324 -0.8236 -2.3945 -0.2386
C 15.61191 8.76492 9.92308 0.6256 1.6870 0.9067
C 15.23595 7.44897 10.07588 -1.3827 -0.2543 -0.1665
C 13.94519 7.11197 10.53314 0.1551 0.5561 -0.1073
C 13.02292 8.15009 10.78378 -0.1419 -0.0335 -0.0947
N 11.59314 8.03627 11.01990 0.6362 0.9193 -0.6725
C 10.96183 6.86773 11.18834 0.6758 -1.4852 0.3359
O 11.43989 5.78620 11.51897 -0.0178 0.4777 -0.0818
C 9.49449 6.88713 10.87827 -0.4634 1.2348 -0.1824
C 8.67862 5.80966 11.09533 -0.7003 0.0178 -0.7161
C 7.37852 5.79516 10.57313 0.9293 2.0596 -0.0912
C 6.91036 6.93236 9.88765 0.6283 -0.3373 -0.1547
C 7.82538 7.99503 9.71862 -0.6946 -1.1037 1.2301
N 9.03748 8.02571 10.29169 -0.1191 -0.8510 -0.9534
C 12.39619 12.99123 10.40435 0.9442 -0.2479 0.7497
C 12.46128 14.15435 11.14377 -0.3198 -0.7683 0.0113
C 12.19624 15.32679 10.54409 -0.2456 2.3312 -1.3081
C 11.93893 15.35676 9.16123 0.4457 -0.8925 1.3320
C 11.94376 14.12900 8.53018 -0.2582 0.6920 -1.8416
N 12.15861 12.94952 9.10801 -0.3635 -0.3405 -0.2348
H 15.09762 10.84071 10.27151 0.1021 0.5351 -0.1671
H 16.64007 9.04580 9.65232 -0.5221 -0.3943 -0.0809
H 15.86780 6.65007 9.73605 0.3724 -0.1654 0.2091
H 13.69918 6.06001 10.65286 -0.2002 0.3222 0.0604
H 9.04063 4.95251 11.60921 0.4857 -0.5170 0.2372
H 6.83652 4.91532 10.73635 -1.1624 -0.9296 0.0385
H 5.89482 7.00059 9.45271 0.8617 -0.1257 0.2735
H 7.53064 8.83866 9.15174 -0.2342 0.8534 -0.3824
H 12.69219 14.07588 12.16627 0.3263 0.0408 1.1193
H 12.25342 16.25978 11.09159 -0.0595 -0.0264 0.0749
H 11.82759 16.25719 8.59095 -0.1643 0.3078 -0.0286
H 11.79004 14.18204 7.43119 0.1764 -0.5716 0.8105
C 9.64022 12.55436 6.83952 0.6523 -0.3127 1.1792
As 8.99711 11.20727 8.19961 0.7381 0.4771 -0.6782
C 7.27882 12.11025 8.39936 -1.3999 0.6806 0.3080
C 8.74986 9.82526 6.80157 -0.4032 0.7629 1.1480
C 7.67480 10.08114 5.95573 0.1745 -1.5294 -1.4542
C 7.58043 9.28508 4.79512 1.0361 0.2155 0.6358
C 8.54599 8.28556 4.51969 -1.6919 0.5105 0.6062
C 9.48291 7.96938 5.47110 0.8556 0.4968 0.3746
C 9.65014 8.77708 6.61524 0.0890 -0.3113 -0.0348
As 11.12827 8.48090 7.91421 -1.2623 1.7157 0.6062
C 12.71369 9.03635 6.96157 -1.1410 -0.9462 -0.0199
C 11.13680 6.60998 8.20435 1.2386 -0.9930 -1.5126
H 9.00858 12.35774 5.99733 -0.5071 0.1368 -0.3909
H 10.65898 12.30938 6.54499 0.0682 0.1007 0.1344
H 9.57165 13.59388 7.20255 -0.0636 -0.5960 -0.1387
H 7.13900 12.73065 7.48613 -0.1173 -0.6954 0.4408
H 7.21242 12.88434 9.22542 0.4826 -1.1733 -0.6361
H 6.41655 11.40492 8.53596 0.7836 0.6436 -0.1951
H 6.91318 10.83429 6.14367 0.3015 -0.0556 0.0066
H 6.80296 9.49201 4.09479 -0.4366 -0.0370 -0.3995
H 8.43614 7.66361 3.64727 0.0712 0.0554 -0.2416
H 10.15147 7.14660 5.25348 0.1139 -0.0601 0.2064
H 13.49226 8.46154 7.37295 1.2391 -0.8074 0.4321
H 12.88622 10.04306 7.23642 0.1093 1.1763 -0.2066
H 12.58563 8.80702 5.91421 0.1508 0.3284 -0.2967
H 11.22158 6.11406 7.21275 -0.5872 0.0631 0.6539
H 10.31861 6.29168 8.80968 -0.7846 -0.2639 -0.2561
H 12.02559 6.26590 8.72041 0.3640 0.3751 0.2195
N 9.13602 8.58448 14.57074 -0.6105 1.3414 -1.2991
C 9.63320 8.29275 13.36977 0.7410 -0.3075 0.5610
N 9.58281 9.35123 12.58081 0.0627 -0.1924 0.0848
C 8.95436 10.27483 13.34147 0.2702 0.4062 -0.2765
N 8.65518 9.86454 14.53109 -0.0516 -0.2017 1.0730
C 8.78379 11.61602 12.78958 -0.9912 0.5817 1.2126
C 7.99868 12.56965 13.46936 1.0228 0.2111 -0.9085
N 7.94679 13.83112 13.06344 0.5018 -0.0645 -0.0829
C 8.65333 14.14912 11.96235 -0.5489 -1.3988 -0.2330
C 9.26128 13.16498 11.18459 0.2265 -0.3960 0.7744
N 9.38387 11.88987 11.64874 0.2245 0.2833 -1.3065
H 9.04465 8.05734 15.42723 0.0451 -0.2210 -0.1342
H 10.08056 7.37286 13.06491 0.0847 -0.3623 0.6094
H 7.50714 12.26087 14.36328 -0.5232 0.0738 0.4939
H 8.66118 15.16001 11.61145 -0.1212 0.4934 0.0735
H 9.68215 13.39251 10.21250 0.1547 -0.0237 0.1083
```
Forces are in eV/Å.

The value obtained for the calculated total energy is -176272.2414 eV. The relative energy (zero: lowest compared OMol25 entry of this formula, charge and spin) is 30.5 kcal per mole. The spin multiplicity is 1. The frontier orbital gap comes out at 0.239 Ha. As for the net charge: +2.